Record 1
{"formula": "C36H41IrN4OPS4", "method": "wB97M-V/def2-TZVPD", "species": ["Ir", "C", "C", "C", "C", "N", "C", "S", "N", "C", "H", "H", "H", "H", "H", "H", "H", "H", "C", "C", "N", "C", "C", "N", "C", "C", "H", "H", "H", "H", "H", "H", "H", "H", "H", "H", "H", "H", "H", "S", "P", "S", "C", "C", "C", "C", "C", "C", "C", "C", "C", "C", "C", "C", "H", "H", "H", "H", "H", "H", "H", "H", "H", "H", "O", "S", "C", "C", "C", "C", "C", "C", "C", "C", "C", "C", "C", "C", "H", "H", "H", "H", "H", "H", "H", "H", "H", "H"], "positions_angstrom": [[-0.518, -0.253, 0.061], [-5.286, -5.458, -0.998], [-3.994, -4.768, -0.828], [-2.783, -5.430, -0.762], [-1.614, -4.693, -0.518], [-1.652, -3.377, -0.318], [-2.805, -2.738, -0.455], [-2.908, -1.053, -0.296], [-3.965, -3.422, -0.702], [-0.309, -5.393, -0.461], [-5.390, -6.232, -0.237], [-5.319, -5.975, -1.958], [-6.129, -4.776, -0.938], [-2.738, -6.500, -0.887], [-4.822, -2.881, -0.794], [-0.287, -6.084, 0.381], [0.517, -4.693, -0.403], [-0.205, -6.003, -1.355], [0.988, -1.072, 4.451], [0.836, -0.429, 3.061], [-0.032, -1.246, 2.214], [-1.301, -1.488, 2.902], [-1.067, -2.308, 4.188], [0.395, -2.429, 4.388], [1.002, -3.207, 3.280], [0.633, -2.520, 1.948], [0.460, -0.494, 5.212], [2.037, -1.138, 4.744], [1.802, -0.332, 2.566], [0.409, 0.571, 3.157], [-1.969, -2.021, 2.224], [-1.765, -0.525, 3.124], [-1.500, -3.307, 4.114], [-1.509, -1.810, 5.053], [0.579, -2.916, 5.270], [0.625, -4.230, 3.315], [2.083, -3.240, 3.430], [-0.045, -3.129, 1.348], [1.527, -2.325, 1.352], [-1.239, 1.844, 1.247], [0.637, 2.633, 1.025], [1.806, 1.193, 0.210], [1.364, 3.187, 2.600], [2.622, 2.743, 2.988], [3.223, 3.307, 4.098], [2.571, 4.296, 4.817], [1.305, 4.720, 4.433], [0.698, 4.174, 3.316], [0.502, 4.189, 0.093], [1.665, 4.862, -0.262], [1.559, 6.119, -0.830], [0.311, 6.693, -1.032], [-0.840, 6.015, -0.663], [-0.750, 4.756, -0.098], [3.136, 1.990, 2.408], [4.211, 2.983, 4.387], [3.057, 4.753, 5.665], [0.797, 5.491, 4.992], [-0.275, 4.523, 2.994], [2.632, 4.414, -0.085], [2.452, 6.665, -1.090], [0.245, 7.679, -1.467], [-1.812, 6.465, -0.790], [-1.641, 4.224, 0.202], [0.602, -1.087, -1.670], [1.616, -0.369, -2.536], [0.859, 1.260, -2.828], [-0.498, 1.449, -2.621], [-1.032, 2.718, -2.791], [-0.208, 3.778, -3.141], [1.152, 3.579, -3.315], [1.694, 2.313, -3.158], [1.360, -1.087, -4.179], [0.585, -2.226, -4.311], [0.410, -2.770, -5.573], [1.019, -2.188, -6.674], [1.811, -1.060, -6.520], [2.004, -0.513, -5.262], [-1.151, 0.611, -2.390], [-2.092, 2.872, -2.654], [-0.635, 4.760, -3.277], [1.799, 4.406, -3.559], [2.754, 2.153, -3.276], [0.123, -2.660, -3.437], [-0.194, -3.657, -5.694], [0.882, -2.619, -7.654], [2.286, -0.609, -7.375], [2.633, 0.355, -5.138]], "atomic_forces_ev_per_a": [[1.4, 2.1, 1.2], [-0.4, -0.2, -0.1], [0.7, -0.3, 0.1], [-0.1, 0.4, 0.0], [-0.8, -0.4, -0.1], [0.1, 0.1, -0.1], [0.1, -0.4, 0.0], [1.3, 1.1, 0.4], [0.3, 0.2, 0.0], [0.1, 0.0, 0.0], [0.0, 0.1, 0.1], [0.0, 0.1, -0.1], [-0.1, 0.0, 0.0], [-0.1, -0.1, 0.0], [0.1, -0.2, 0.0], [0.0, 0.0, 0.1], [0.1, 0.0, 0.0], [0.1, -0.1, -0.1], [0.3, 0.7, 0.1], [0.4, 0.6, 0.1], [-0.6, 0.8, -1.7], [-0.6, 0.0, 0.0], [-0.8, 0.0, -0.1], [0.1, -0.4, 0.7], [0.4, -0.4, -0.5], [0.1, -0.4, -0.4], [0.0, -0.2, 0.0], [-0.1, -0.2, 0.0], [-0.1, 0.0, 0.0], [0.0, -0.1, 0.0], [0.1, 0.0, 0.1], [0.1, -0.1, 0.0], [0.2, 0.0, 0.0], [0.2, -0.1, 0.0], [0.0, 0.0, -0.1], [0.0, 0.1, 0.1], [-0.1, 0.1, 0.1], [0.1, 0.1, 0.1], [0.0, 0.0, 0.1], [-0.1, -2.0, -0.6], [0.6, 1.1, 0.2], [-1.5, -1.1, 0.2], [-0.3, -0.4, -0.6], [-0.1, 0.0, 0.0], [0.2, 0.0, 0.1], [0.0, 0.0, 0.0], [-0.1, 0.1, 0.0], [0.0, 0.0, 0.1], [-0.1, -0.8, 0.4], [-0.1, 0.0, 0.0], [0.2, -0.1, 0.0], [0.0, 0.0, 0.0], [-0.1, 0.1, 0.1], [0.1, 0.0, 0.0], [0.1, -0.1, 0.0], [0.1, 0.0, 0.1], [0.0, 0.0, 0.1], [0.0, 0.1, 0.1], [0.0, 0.1, 0.0], [0.1, 0.0, 0.0], [0.1, 0.0, -0.1], [0.0, 0.1, 0.0], [-0.1, 0.1, -0.1], [-0.1, 0.0, -0.1], [-1.5, -1.0, 1.1], [0.1, 1.1, -1.2], [0.4, -0.2, 0.1], [0.0, -0.2, 0.1], [0.0, 0.0, 0.1], [-0.1, 0.0, -0.1], [-0.1, -0.1, -0.1], [-0.1, -0.2, 0.0], [0.1, -0.1, 0.3], [-0.1, 0.1, 0.2], [0.1, 0.0, 0.0], [-0.1, 0.0, 0.0], [0.1, 0.0, 0.1], [0.0, 0.1, 0.1], [-0.1, -0.1, -0.1], [-0.1, 0.0, 0.0], [0.0, 0.1, 0.0], [0.0, 0.1, -0.1], [0.2, 0.0, 0.0], [-0.1, -0.1, 0.0], [-0.1, -0.1, 0.0], [0.0, 0.0, -0.1], [0.1, 0.0, -0.1], [0.1, 0.1, 0.0]], "mulliken_charge": [1.611, -1.295, 0.511, -0.926, 1.231, 0.170, -0.189, -0.526, 0.085, -1.716, 0.360, 0.352, 0.359, 0.561, 0.338, 0.379, 0.294, 0.521, -1.177, 0.090, -0.028, -0.208, -0.851, 0.040, -0.988, 0.530, 0.386, 0.357, 0.493, -0.178, 0.041, 0.626, 0.360, 0.317, 0.325, 0.458, 0.290, -0.730, 0.672, -0.537, 0.670, -0.454, 0.924, -0.331, -0.815, -0.514, -0.734, -0.629, 1.274, -0.776, -0.747, -0.496, -0.846, -0.309, 0.437, 0.470, 0.442, 0.450, 0.420, 0.498, 0.510, 0.452, 0.455, 0.381, -0.550, 0.222, 0.594, -0.767, -0.868, -0.530, -0.920, -0.420, 0.894, -0.405, -0.600, -0.551, -0.754, -0.524, 0.840, 0.497, 0.595, 0.474, 0.553, 0.424, 0.416, 0.416, 0.424, 0.398], "homo_lumo_gap_ev": [5.97, 5.86], "charge": 3, "max_force_ev_per_a": 2.75}

Record 2
{"formula": "C4H8O", "method": "wB97M-V/def2-TZVPD", "species": ["C", "C", "O", "H", "H", "H", "H", "C", "C", "H", "H", "H", "H"], "positions_angstrom": [[1.156, 1.935, -0.930], [0.736, 1.804, 0.505], [-0.410, 1.398, 0.757], [0.419, 2.540, -1.643], [1.175, 0.923, -1.411], [2.122, 2.583, -0.977], [1.592, 1.930, 1.421], [-1.674, -2.453, 0.355], [-0.501, -1.839, 0.401], [-1.945, -3.329, 0.927], [-2.488, -2.043, -0.294], [0.208, -2.660, 0.668], [-0.388, -0.789, 0.219]], "atomic_forces_ev_per_a": [[0.5, 2.5, -1.8], [-1.6, -1.4, 1.8], [2.9, 1.3, 0.0], [1.1, -1.2, 2.0], [0.6, 0.8, 0.6], [-1.3, -1.7, -0.2], [-2.2, -0.1, -2.3], [-2.0, 1.3, -1.3], [0.0, -2.7, 0.8], [0.5, -0.6, -0.6], [0.2, 0.1, 1.3], [0.6, 1.9, 0.6], [0.6, 0.0, -0.7]], "mulliken_charge": [-0.705, 0.185, -0.494, 0.244, 0.252, 0.266, 0.247, -0.504, -0.296, 0.247, 0.196, 0.233, 0.128], "homo_lumo_gap_ev": 10.08, "charge": 0, "smiles": "CC=O.C=C", "max_force_ev_per_a": 3.21}

Record 3
{"formula": "C4H3NO3", "method": "wB97M-V/def2-TZVPD", "species": ["C", "C", "C", "C", "H", "H", "H", "N", "O", "O", "O"], "positions_angstrom": [[1.160, -0.407, -0.069], [-0.782, 0.559, 0.113], [-1.842, -1.113, 0.020], [-0.199, -0.709, 0.072], [2.802, -0.353, -0.562], [-2.516, -1.604, -0.612], [-2.017, -1.256, 1.172], [0.041, 1.545, 0.055], [2.142, -0.995, 0.008], [1.340, 0.908, 0.036], [-2.053, 0.389, -0.194]], "atomic_forces_ev_per_a": [[-13.7, 5.1, 1.3], [2.9, 0.3, -1.5], [2.2, 2.5, 4.0], [-1.2, -0.4, -0.7], [-1.1, -2.6, 2.2], [-0.1, -1.2, -1.2], [-0.2, -0.3, -2.5], [0.3, 2.2, 0.1], [14.5, -5.8, -2.6], [-2.3, 1.5, -0.1], [-1.3, -1.2, 1.0]], "mulliken_charge": [0.179, 0.571, -0.245, 0.048, 0.447, 0.330, 0.198, -0.565, -0.374, -0.223, -0.368], "homo_lumo_gap_ev": 9.09, "charge": 0, "max_force_ev_per_a": 15.86}

Record 4
{"formula": "C3H9AgClO4P", "method": "wB97M-V/def2-TZVPD", "species": ["Ag", "Cl", "C", "O", "P", "O", "O", "C", "O", "C", "H", "H", "H", "H", "H", "H", "H", "H", "H"], "positions_angstrom": [[20.605, -5.615, -6.261], [17.952, -5.779, -5.536], [17.156, -7.815, -2.205], [17.368, -7.622, -0.798], [18.409, -6.538, -0.272], [19.813, -6.750, -0.662], [18.065, -6.603, 1.328], [18.863, -6.107, 2.300], [17.796, -5.138, -0.884], [18.073, -4.707, -2.192], [16.970, -8.855, -2.475], [18.046, -7.469, -2.731], [16.270, -7.237, -2.470], [18.295, -5.608, 3.085], [19.512, -5.359, 1.845], [19.574, -6.844, 2.673], [18.904, -5.311, -2.557], [18.531, -3.718, -2.216], [17.182, -4.820, -2.810]], "atomic_forces_ev_per_a": [[-1.9, -0.1, 0.5], [1.8, 0.1, -0.5], [0.2, 0.7, -0.1], [0.2, -0.4, 1.0], [-0.8, 0.5, -0.3], [-0.4, 0.2, 0.4], [-2.1, -1.1, -4.0], [2.6, 1.7, 0.8], [0.0, -1.1, 2.6], [1.3, -0.5, -0.7], [0.1, -0.1, 0.6], [-0.2, 0.0, -0.4], [0.2, 0.1, -0.3], [-0.1, -0.4, 0.0], [0.2, 0.4, 0.3], [-0.4, -0.3, 0.4], [-0.3, -0.3, -0.6], [-0.7, 0.4, 0.3], [0.3, 0.2, 0.0]], "mulliken_charge": [0.613, -0.587, -0.533, -0.366, 0.934, -0.647, -0.287, -0.675, -0.341, -0.657, 0.274, 0.311, 0.228, 0.266, 0.310, 0.276, 0.309, 0.343, 0.232], "homo_lumo_gap_ev": 7.22, "charge": 0, "max_force_ev_per_a": 4.70}

Record 5
{"formula": "C13H16BCl3O", "method": "wB97M-V/def2-TZVPD", "species": ["Cl", "B", "Cl", "Cl", "O", "C", "C", "C", "C", "C", "C", "C", "H", "H", "H", "H", "H", "H", "C", "C", "C", "C", "C", "C", "H", "H", "H", "H", "H", "H", "H", "H", "H", "H"], "positions_angstrom": [[-1.885, 0.264, -2.835], [-0.480, -0.712, -2.094], [-0.346, -2.422, -2.854], [1.145, 0.181, -2.260], [-0.803, -0.840, -0.638], [-0.153, -1.452, 0.271], [-0.282, -0.999, 1.629], [0.715, -1.388, 2.547], [0.600, -1.037, 3.884], [-0.519, -0.307, 4.322], [-1.488, 0.132, 3.400], [-1.371, -0.186, 2.053], [0.624, -2.188, 0.021], [1.551, -1.978, 2.171], [1.369, -1.357, 4.594], [-0.632, -0.067, 5.374], [-2.357, 0.713, 3.738], [-2.104, 0.137, 1.306], [-4.462, -5.123, 2.109], [-4.964, -4.812, 0.673], [-3.717, -4.541, -0.213], [-2.524, -4.476, 0.737], [-1.373, -3.850, 0.425], [-2.905, -5.066, 2.087], [-4.852, -4.399, 2.830], [-4.815, -6.106, 2.431], [-5.538, -5.657, 0.283], [-5.632, -3.947, 0.666], [-3.586, -5.373, -0.928], [-3.797, -3.614, -0.803], [-0.591, -3.729, 1.178], [-1.222, -3.551, -0.615], [-2.485, -4.482, 2.920], [-2.506, -6.093, 2.185]], "atomic_forces_ev_per_a": [[0.5, -0.4, 0.4], [0.0, -0.1, -1.4], [0.0, 0.4, 0.3], [-0.4, -0.2, 0.3], [0.6, -0.7, 1.9], [-0.1, 1.8, -1.3], [-0.4, 0.1, 0.9], [-0.6, -0.1, -0.4], [-0.1, 0.1, 0.3], [0.2, -0.1, -0.7], [-0.1, 0.0, 0.1], [0.5, -0.5, -0.3], [-0.3, 0.3, -0.2], [-0.1, 0.1, 0.3], [-0.3, 0.2, -0.3], [0.0, 0.0, -0.1], [0.5, -0.3, -0.1], [0.2, -0.1, 0.4], [0.2, 0.1, 0.0], [0.2, 0.1, -0.1], [0.1, -0.4, 0.0], [0.2, 0.8, 0.0], [-0.9, -0.9, 0.3], [-0.1, -0.2, -0.1], [0.0, -0.1, -0.1], [0.1, 0.1, 0.0], [0.1, 0.2, 0.0], [0.1, -0.1, 0.1], [0.0, 0.3, 0.2], [0.0, -0.4, 0.2], [-0.1, -0.3, -0.3], [0.1, 0.1, 0.4], [-0.1, -0.2, -0.3], [0.0, 0.4, -0.1]], "mulliken_charge": [-0.303, 0.726, -0.301, -0.295, -0.442, -0.662, 0.831, -0.234, -0.631, -0.367, -0.532, -0.423, 0.535, 0.395, 0.389, 0.410, 0.381, 0.445, -0.510, -0.576, -0.589, 0.672, -0.897, -0.670, 0.273, 0.261, 0.253, 0.281, 0.286, 0.296, 0.340, 0.084, 0.295, 0.280], "homo_lumo_gap_ev": 7.57, "charge": 0, "max_force_ev_per_a": 2.20}

Record 6
{"formula": "C13H11AsN2O8ReS5", "method": "wB97M-V/def2-TZVPD", "species": ["Re", "O", "C", "O", "C", "C", "C", "C", "C", "C", "O", "N", "O", "O", "N", "O", "O", "H", "H", "O", "C", "S", "C", "C", "S", "S", "S", "C", "As", "C", "C", "S", "H", "H", "H", "H", "H", "H", "H", "H", "H"], "positions_angstrom": [[-0.043, 0.004, -0.048], [-3.145, -2.674, 0.490], [-2.497, -1.680, 0.718], [-1.238, -1.536, 0.398], [-3.121, -0.526, 1.468], [-4.199, -0.802, 2.284], [-4.783, 0.207, 3.034], [-4.314, 1.505, 2.965], [-3.284, 1.802, 2.104], [-2.635, 0.796, 1.330], [-1.662, 1.133, 0.524], [-2.867, 3.198, 2.002], [-2.608, 3.646, 0.899], [-2.919, 3.863, 3.019], [-5.916, -0.095, 3.901], [-6.411, 0.826, 4.526], [-6.299, -1.249, 3.949], [-4.575, -1.814, 2.333], [-4.773, 2.279, 3.562], [5.549, 2.573, 3.066], [4.570, 2.138, 2.541], [3.334, 1.174, 3.388], [2.296, 0.930, 2.006], [2.689, 1.484, 0.835], [1.797, 1.260, -0.629], [4.184, 2.380, 0.818], [0.872, -0.028, 2.157], [-2.799, -0.045, -4.469], [-1.745, 0.940, -3.177], [-0.813, 2.299, -4.195], [-2.980, 1.836, -1.995], [-0.339, -0.493, -2.428], [-3.374, 0.627, -5.105], [-3.466, -0.718, -3.934], [-2.114, -0.635, -5.074], [-1.507, 2.776, -4.885], [-0.012, 1.813, -4.746], [-0.387, 3.040, -3.520], [-3.591, 2.500, -2.605], [-2.447, 2.400, -1.233], [-3.606, 1.086, -1.515]], "atomic_forces_ev_per_a": [[-1.1, 2.2, 2.2], [0.0, 0.0, 0.1], [0.0, -0.1, 0.2], [-0.3, -0.4, -0.4], [0.5, 0.4, -0.4], [-0.3, 0.0, 0.2], [0.4, 0.0, -0.4], [-0.2, 0.2, 0.1], [0.5, -0.7, -0.4], [-0.8, -0.1, 0.9], [2.2, -0.8, -0.9], [-0.6, 0.6, 0.0], [0.2, -0.2, 0.1], [0.2, -0.2, -0.1], [-0.3, -0.1, 0.3], [0.1, -0.1, -0.2], [0.1, 0.2, -0.1], [0.0, 0.0, 0.0], [0.0, 0.0, 0.0], [0.0, 0.0, 0.0], [0.0, 0.0, -0.1], [0.0, 0.0, 0.0], [-0.2, 0.1, 0.3], [0.0, 0.1, -0.3], [-0.3, -0.4, 0.2], [0.0, 0.0, 0.0], [0.0, -0.2, -1.4], [0.1, 0.0, 0.2], [0.1, 0.3, -0.5], [-0.1, -0.1, 0.1], [0.2, -0.2, 0.0], [-0.3, -0.4, -0.1], [0.0, 0.1, 0.1], [0.0, 0.0, 0.0], [0.0, 0.0, 0.0], [0.0, 0.0, 0.0], [0.0, 0.0, 0.0], [0.0, 0.0, 0.0], [0.0, 0.0, -0.1], [0.0, 0.0, 0.0], [0.0, 0.0, 0.0]], "mulliken_spin": [1.322, -0.003, 0.003, -0.008, 0.018, 0.002, 0.000, 0.000, -0.008, -0.010, 0.007, 0.000, 0.000, 0.000, 0.000, 0.000, 0.000, 0.000, 0.000, -0.010, -0.003, 0.001, -0.042, -0.022, -0.127, 0.002, -0.120, 0.003, 0.003, 0.002, 0.004, -0.010, 0.000, 0.000, -0.001, 0.000, 0.000, -0.001, 0.000, -0.003, -0.001], "homo_lumo_gap_ev": [5.41, 6.15], "multiplicity": 2, "charge": 0, "max_force_ev_per_a": 3.34, "s_squared": 0.9100}